ORCA calculation (ωB97M-V with the def2-TZVPD basis set) on an isolated ion of composition C4H9N2O and charge +1 at a distorted geometry.

The calculation puts the energy above the lowest of the compared OMol25 structures with the same formula, charge and spin at 45.4 kcal/mol. As for the calculated total energy: -9314.04702 eV. As for the SMILES: CN1C=[NH+]C[C@H]1O. The orbital gap comes out at 0.412 hartree. Its LUMO energy is -3.44 eV. As for the HOMO energy: -14.6 eV. Its charge is +1.

Structure (XYZ):
```
16
Properties=species:S:1:pos:R:3:forces:R:3
C 0.693 -0.018 1.820 -1.5 -0.3 2.6
N -0.116 0.183 0.656 1.4 -1.8 -0.3
C -0.204 1.320 0.102 -1.3 3.3 -1.5
N -0.452 1.283 -1.200 0.5 -1.8 3.0
C -0.520 -0.053 -1.679 -1.9 -2.1 1.5
C -0.301 -0.992 -0.369 -3.4 3.8 -0.1
O 0.689 -1.812 -0.503 2.6 -1.3 -0.6
H 0.926 0.910 2.419 -0.9 -0.8 -0.7
H 0.004 -0.721 2.399 1.9 0.6 0.1
H 1.696 -0.354 1.595 0.0 -0.8 -0.3
H -0.270 2.276 0.680 0.7 -0.9 -0.6
H -0.531 2.012 -1.800 -0.4 2.8 -1.7
H 0.167 -0.190 -2.467 0.7 -0.7 -0.9
H -1.565 -0.282 -1.940 0.5 0.2 -0.6
H -1.281 -1.448 -0.034 1.0 0.2 -0.4
H 1.066 -2.113 0.321 0.0 -0.5 0.4
```
Forces are in eV/Å.

Atomic partial charges in e from the Löwdin method, atoms 1 to 2: -0.0180 -0.0662